{"formula": "C54H139N9O20", "method": "the ωB97M-V functional and the def2-TZVPD basis", "total_charge": 0, "lumo_energy_ev": 0.29, "relative_energy_kj_mol": 1264.7, "largest_force_ev_per_a": 4.1, "e_homo_ha": -0.301, "total_energy_ha": -4137.58418, "smiles": "COCCNCCOC.COCCNCCOC.COCCNCCOC.COCCNCCOC.COCCNCCOC.COCCNCCOC.COCCNCCOC.COCCNCCOC.COCCNCCOC.O.O", "elements": ["C", "O", "C", "C", "N", "C", "C", "O", "C", "H", "H", "H", "H", "H", "H", "H", "H", "H", "H", "H", "H", "H", "H", "H", "C", "O", "C", "C", "N", "C", "C", "O", "C", "H", "H", "H", "H", "H", "H", "H", "H", "H", "H", "H", "H", "H", "H", "H", "C", "O", "C", "C", "N", "C", "C", "O", "C", "H", "H", "H", "H", "H", "H", "H", "H", "H", "H", "H", "H", "H", "H", "H", "C", "O", "C", "C", "N", "C", "C", "O", "C", "H", "H", "H", "H", "H", "H", "H", "H", "H", "H", "H", "H", "H", "H", "H", "C", "O", "C", "C", "N", "C", "C", "O", "C", "H", "H", "H", "H", "H", "H", "H", "H", "H", "H", "H", "H", "H", "H", "H", "C", "O", "C", "C", "N", "C", "C", "O", "C", "H", "H", "H", "H", "H", "H", "H", "H", "H", "H", "H", "H", "H", "H", "H", "C", "O", "C", "C", "N", "C", "C", "O", "C", "H", "H", "H", "H", "H", "H", "H", "H", "H", "H", "H", "H", "H", "H", "H", "C", "O", "C", "C", "N", "C", "C", "O", "C", "H", "H", "H", "H", "H", "H", "H", "H", "H", "H", "H", "H", "H", "H", "H", "C", "O", "C", "C", "N", "C", "C", "O", "C", "H", "H", "H", "H", "H", "H", "H", "H", "H", "H", "H", "H", "H", "H", "H", "O", "H", "H", "O", "H", "H"], "xyz": [[-2.811054, 3.181924, 11.397104], [-2.482754, 1.816034, 11.326514], [-1.739794, 1.369844, 12.498894], [-1.690764, -0.146226, 12.196514], [-0.867884, -0.862556, 13.178894], [-1.316284, -0.921946, 14.598264], [-2.815034, -1.296416, 14.784204], [-3.248454, -2.473836, 14.068184], [-4.627204, -2.521036, 14.070994], [-3.669954, 3.384254, 12.036994], [-2.898014, 3.488014, 10.354584], [-2.026794, 3.732574, 11.916544], [-2.413264, 1.433644, 13.353574], [-0.746904, 1.814934, 12.563554], [-1.268584, -0.281156, 11.200694], [-2.632394, -0.692186, 12.138794], [0.079276, -0.595166, 12.951944], [-1.101404, 0.073354, 14.987244], [-0.619524, -1.605136, 15.083934], [-3.438214, -0.459816, 14.468244], [-2.842764, -1.358746, 15.872064], [-4.884784, -3.475216, 13.611314], [-5.025424, -1.799176, 13.357954], [-5.135574, -2.375056, 15.024064], [-0.580944, 2.936274, 1.399504], [0.358496, 2.077484, 0.711044], [0.787256, 0.889914, 1.428524], [-0.185944, -0.281506, 1.941074], [-0.475594, -1.411746, 1.089414], [-0.878654, -1.135456, -0.365556], [0.481986, -1.031956, -1.221596], [0.263106, -1.279156, -2.583316], [1.261476, -0.591896, -3.370516], [-1.561344, 2.463354, 1.456624], [-0.738844, 3.922874, 0.963854], [-0.406724, 3.183864, 2.446614], [1.352356, 1.199644, 2.307624], [1.516946, 0.378894, 0.800424], [-1.179314, 0.160394, 2.018844], [0.180896, -0.753236, 2.852674], [-1.159184, -1.955866, 1.596104], [-1.280894, -0.124526, -0.431296], [-1.502124, -1.916996, -0.799796], [1.167546, -1.772736, -0.810056], [0.744606, 0.015154, -1.070956], [1.088336, -0.739706, -4.436486], [2.296896, -0.869996, -3.173856], [1.402756, 0.481924, -3.247816], [7.734916, -1.554126, 3.056524], [9.024756, -0.972466, 2.705894], [8.762056, 0.264784, 2.095754], [9.992756, 0.995584, 1.561304], [10.071656, 0.908184, 0.089324], [9.327356, 1.927164, -0.681036], [9.311866, 1.455234, -2.140326], [8.579056, 2.328944, -3.007436], [8.367306, 1.905184, -4.258596], [7.173946, -2.109226, 2.304674], [6.992376, -0.821126, 3.371864], [7.922346, -2.198086, 3.915764], [8.407426, 0.876464, 2.925324], [8.000576, 0.258624, 1.315874], [10.986066, 0.695014, 1.894634], [9.889386, 2.054784, 1.796914], [9.986696, -0.026306, -0.284316], [9.701776, 2.911854, -0.401256], [8.335926, 1.933514, -0.228116], [8.946186, 0.430694, -2.208946], [10.294316, 1.431134, -2.611816], [7.746886, 2.596014, -4.829506], [7.718686, 1.031034, -4.201576], [9.235576, 1.486304, -4.767266], [1.365326, -6.558026, -13.912126], [2.639346, -6.054376, -14.255246], [2.676876, -4.658806, -14.207286], [3.886196, -3.931496, -14.942276], [4.427176, -2.927986, -13.948856], [5.583666, -2.059936, -14.489336], [4.993746, -1.044376, -15.421736], [5.141576, -1.611076, -16.666916], [4.189686, -1.156486, -17.645196], [1.198856, -7.611956, -14.134906], [0.505526, -6.060116, -14.360376], [1.218486, -6.571296, -12.832146], [2.864696, -4.544686, -13.139666], [1.675606, -4.288066, -14.426646], [3.499816, -3.619486, -15.912576], [4.724966, -4.511616, -15.326996], [3.753156, -2.443236, -13.373676], [6.402496, -2.513166, -15.048086], [5.945786, -1.670336, -13.537936], [5.529826, -0.096646, -15.371556], [3.942336, -0.855096, -15.205396], [4.306926, -0.088646, -17.829806], [3.175916, -1.243326, -17.254266], [4.077976, -1.843526, -18.484006], [1.191496, 11.054824, 4.900594], [1.527026, 9.700664, 5.332884], [2.124996, 9.676694, 6.583554], [2.747526, 8.257774, 6.742284], [3.928686, 8.031304, 5.817424], [5.008696, 9.111134, 5.732904], [6.007296, 8.663454, 4.681934], [5.492076, 8.747104, 3.283854], [4.663926, 7.747514, 2.567904], [2.035896, 11.626964, 4.516204], [0.785066, 11.582064, 5.763684], [0.453796, 10.947024, 4.105434], [1.332516, 9.858294, 7.309564], [2.870786, 10.455394, 6.743334], [2.059096, 7.437514, 6.538944], [3.025886, 8.257744, 7.796134], [3.399466, 7.960014, 4.960134], [5.523586, 9.173304, 6.691614], [4.736566, 10.114434, 5.405134], [6.392366, 7.645434, 4.740604], [6.836476, 9.342944, 4.879044], [4.575576, 6.771484, 3.045024], [4.917466, 7.580084, 1.521104], [3.651856, 8.146444, 2.636184], [-8.094654, 4.363684, -3.688736], [-6.802504, 5.038384, -3.913996], [-5.751344, 4.137514, -3.552256], [-4.471784, 4.432164, -4.168296], [-4.518944, 5.144044, -5.428786], [-4.042544, 4.459034, -6.626626], [-3.967354, 5.505164, -7.762346], [-5.167144, 5.995794, -8.150456], [-5.303914, 7.391644, -7.939126], [-7.999274, 3.827694, -2.744426], [-8.428544, 3.687324, -4.475596], [-8.932004, 5.034724, -3.497316], [-5.939374, 3.123044, -3.903826], [-5.773604, 4.044214, -2.466486], [-3.918524, 3.493344, -4.193296], [-3.893994, 5.011064, -3.447776], [-5.246744, 5.842824, -5.474676], [-4.493474, 3.536404, -6.992036], [-2.997134, 4.259994, -6.390806], [-3.643724, 4.985274, -8.664056], [-3.172154, 6.193984, -7.477246], [-5.375844, 7.518574, -6.858926], [-6.223464, 7.848604, -8.304796], [-4.508694, 7.990624, -8.382906], [-3.713354, -6.680276, -9.378486], [-3.878084, -5.487286, -10.198196], [-3.265104, -4.350866, -9.579506], [-3.826544, -3.046996, -10.265306], [-3.141314, -2.732266, -11.505796], [-3.731444, -1.569786, -12.139716], [-3.256494, -1.527446, -13.615126], [-3.667174, -2.612046, -14.268956], [-3.294934, -2.630986, -15.578076], [-4.099354, -7.551106, -9.908366], [-4.163574, -6.591216, -8.389826], [-2.651794, -6.832996, -9.183906], [-2.216664, -4.520756, -9.824466], [-3.331194, -4.380136, -8.491906], [-3.450354, -2.229666, -9.650046], [-4.915844, -3.063266, -10.300946], [-3.143574, -3.520456, -12.137336], [-3.478754, -0.713046, -11.515016], [-4.818054, -1.594046, -12.057246], [-2.176664, -1.398856, -13.689496], [-3.747584, -0.625036, -13.979246], [-2.320134, -3.114386, -15.642786], [-3.274854, -1.657656, -16.068306], [-3.968264, -3.253756, -16.167056], [-8.670564, 2.334214, 8.551824], [-9.561764, 2.357104, 9.612804], [-9.047474, 3.023444, 10.746424], [-10.129974, 3.229954, 11.838044], [-9.870464, 3.991704, 13.041104], [-8.837414, 3.352884, 13.847314], [-9.268934, 1.994434, 14.549384], [-10.272184, 2.157894, 15.645094], [-9.910604, 3.021374, 16.702594], [-8.401134, 3.201394, 7.948904], [-8.982564, 1.560304, 7.850534], [-7.716224, 1.904074, 8.855634], [-8.762184, 4.030314, 10.441594], [-8.204214, 2.419804, 11.082044], [-10.424274, 2.207434, 12.074524], [-11.055414, 3.529724, 11.346314], [-10.658994, 3.878294, 13.661954], [-8.388774, 4.111234, 14.488984], [-7.938664, 3.269494, 13.236264], [-8.302344, 1.721444, 14.972824], [-9.563484, 1.260054, 13.799704], [-10.814004, 3.137554, 17.301324], [-9.522854, 4.013014, 16.469374], [-9.361304, 2.459224, 17.457814], [4.104376, -8.515476, -3.187526], [4.253386, -9.352146, -2.103676], [5.013946, -8.725546, -1.023486], [5.258336, -9.535536, 0.185834], [6.345796, -9.046616, 1.053654], [6.649146, -9.953926, 2.173244], [5.544846, -9.880546, 3.263174], [6.152806, -10.140986, 4.485214], [6.259446, -11.447126, 4.902354], [4.901676, -8.539236, -3.930406], [3.944196, -7.480766, -2.884526], [3.233076, -8.853056, -3.748746], [4.382966, -7.881846, -0.743976], [5.977046, -8.386336, -1.404896], [5.416026, -10.539336, -0.208646], [4.295656, -9.615836, 0.690704], [6.024756, -8.111476, 1.259944], [7.584986, -9.504706, 2.505674], [6.882406, -10.944856, 1.783684], [4.684886, -10.501526, 3.012284], [5.145166, -8.867136, 3.300004], [6.894136, -11.623516, 5.770774], [6.637586, -12.112376, 4.126114], [5.270526, -11.763716, 5.233884], [-5.139244, -5.254806, 3.490394], [-4.920904, -5.636956, 4.340404], [-5.989664, -4.837056, 3.626404], [-2.139164, -8.035586, 0.792124], [-2.768644, -7.555536, 1.330214], [-2.289474, -7.714576, -0.097026]], "forces_ev_per_a": [[0.5, -0.1, 0.1], [0.8, 0.4, 1.1], [-2.6, -2.1, -2.2], [1.1, -0.4, 1.1], [-0.6, -0.7, -1.1], [0.8, 0.3, -2.3], [1.6, 0.1, -0.6], [1.7, 1.2, 1.6], [-1.0, -0.6, -1.3], [-0.6, -0.2, -0.4], [-0.4, 0.5, 0.3], [0.5, 0.3, -0.4], [0.5, 0.8, 0.5], [-0.1, 0.2, 0.2], [0.3, 0.0, 0.0], [-0.5, 0.8, 0.2], [0.3, -0.3, 1.1], [-0.6, 0.1, 0.9], [-0.4, -0.2, 0.2], [-0.1, 0.2, 0.0], [-0.8, -0.5, 0.2], [-0.2, -0.2, 0.4], [-0.2, 0.5, 0.0], [0.2, -0.2, 0.3], [-0.7, -0.7, 0.4], [-0.8, -0.3, 0.9], [0.2, -1.0, 0.6], [-1.0, 1.8, -1.3], [0.5, -0.9, -2.6], [2.5, 0.1, 0.9], [-1.9, -0.2, 1.3], [0.9, 1.2, -1.1], [0.3, -0.2, -0.4], [-0.2, -0.2, -0.4], [0.6, -0.4, -0.8], [1.0, -0.4, 0.3], [-0.1, 0.3, 0.2], [0.0, 0.4, -0.3], [0.0, 0.8, 1.2], [0.0, 0.8, 0.3], [-0.1, -0.2, -0.4], [-0.8, -0.1, -0.1], [-0.1, 0.1, 0.4], [0.4, 0.3, 0.1], [0.8, -0.1, -0.1], [-0.3, -0.3, 0.2], [0.0, -1.0, 0.3], [-1.2, 0.4, 0.5], [0.7, 0.0, 0.9], [-1.8, -1.2, -0.7], [0.9, 1.4, 1.4], [-0.1, -0.3, -2.0], [1.0, 0.8, -0.4], [-0.3, -1.6, 1.1], [0.2, 1.2, -1.0], [0.3, 1.6, 3.2], [-1.3, -2.3, -1.4], [0.7, -0.2, -0.7], [0.3, 0.6, 0.2], [0.0, -0.1, -0.2], [-0.6, 0.4, 0.0], [-0.1, -0.4, -0.1], [-0.4, -0.4, 0.7], [0.0, 0.0, 0.1], [-0.2, 0.0, 0.2], [0.5, 0.1, -0.8], [-0.8, 0.2, -0.7], [-0.5, -0.2, 0.2], [0.6, -0.1, 0.6], [0.7, 0.5, -0.1], [-0.4, -0.6, -0.2], [0.5, 0.7, -0.4], [-0.3, -0.6, 0.7], [-0.6, -1.7, -1.7], [1.5, 0.0, 1.3], [-1.2, 0.2, 1.2], [2.0, -1.7, -2.6], [-2.7, -0.1, 2.3], [0.5, 0.8, 0.5], [-0.8, -0.5, -2.8], [-0.6, -0.3, 1.3], [0.8, -0.1, -0.6], [0.2, 0.5, -0.2], [0.0, 0.6, 0.4], [-0.1, 1.2, 0.3], [0.2, 0.6, -0.5], [-0.3, 1.2, 0.0], [0.0, -0.7, 0.9], [0.0, 0.3, -0.5], [-0.3, -0.9, 0.4], [0.5, 0.5, -0.3], [0.1, 0.4, 0.0], [-0.1, 0.0, 0.2], [0.4, -0.1, -0.7], [-0.3, 0.1, 0.7], [1.1, 0.4, -0.3], [-0.1, -1.3, 0.4], [-0.1, 1.7, -1.8], [-0.3, -1.6, 0.2], [1.4, 1.7, 0.1], [-0.8, 1.3, 1.2], [-1.2, -2.3, -0.8], [-0.7, -1.0, -1.3], [0.5, 0.3, -0.1], [-0.3, 0.8, 2.1], [0.3, -0.2, 0.1], [-0.3, 0.2, -0.1], [0.0, 0.1, 0.2], [0.0, -0.1, 0.6], [0.3, 0.0, -0.2], [-0.2, 0.3, 0.1], [0.4, -0.6, 0.1], [0.7, 0.2, -0.7], [-0.1, -0.1, 0.1], [-0.6, 0.1, 0.2], [-0.2, -0.1, 0.8], [0.3, 0.2, -1.2], [0.6, -0.1, 0.3], [0.6, 0.6, 0.2], [-0.2, 0.1, -0.4], [0.9, 0.6, 0.8], [-1.5, -0.9, -0.1], [-2.7, -1.4, 0.2], [2.2, 1.8, 0.3], [0.2, -1.0, 0.0], [0.5, 2.0, 0.1], [1.9, -2.6, 0.0], [-2.4, 2.0, -0.6], [-0.4, 0.2, 0.9], [0.0, -0.4, 0.0], [0.6, -0.1, -0.2], [0.5, 0.7, -0.3], [-1.0, -0.2, -0.2], [0.6, 0.2, 0.3], [0.1, 0.0, -0.6], [0.3, 0.5, 0.0], [-0.2, -0.6, -0.3], [-0.6, -0.1, 0.4], [0.2, -0.5, -0.3], [0.8, -0.3, 0.0], [-0.4, 0.7, -0.1], [0.4, 0.6, 0.2], [-0.3, -0.8, -0.5], [0.4, -0.2, 0.1], [0.5, 1.0, -0.7], [-0.8, -1.1, 1.2], [-0.1, -0.1, -1.7], [2.2, -0.7, 1.3], [-0.2, -0.8, -0.1], [0.7, -0.9, -0.2], [-0.1, 3.1, 2.7], [-1.9, -2.1, 0.2], [0.6, -0.9, -1.8], [-0.1, 0.3, 0.0], [-0.4, 0.2, -0.1], [0.3, -0.1, -0.1], [0.5, 0.8, 0.2], [-0.6, 0.2, 0.1], [-0.7, 0.2, 0.7], [-0.2, -0.1, -0.1], [-0.3, -0.1, -0.2], [0.5, 0.4, -0.5], [-0.5, -0.2, -0.6], [0.3, 0.1, 0.2], [0.1, 0.4, -0.6], [0.4, 0.2, -0.3], [0.1, 0.3, 0.2], [-0.2, -0.1, 0.2], [1.2, -1.9, -0.8], [-1.1, 0.6, 0.2], [-0.2, 1.3, 0.4], [-1.1, -2.2, -1.1], [0.7, -0.1, 0.1], [0.2, -0.1, -0.2], [1.1, 2.4, 1.1], [1.0, 0.0, -2.5], [-0.9, -0.9, 1.1], [-0.7, 0.8, 0.5], [-0.6, 0.2, -0.1], [0.5, 0.2, 0.5], [0.7, 0.1, 0.0], [0.3, 0.3, 0.4], [0.0, -0.6, 0.4], [0.2, 0.8, -0.1], [-0.8, 0.5, -0.4], [-0.7, -0.1, 1.0], [-0.1, -1.1, -0.4], [-0.1, -0.8, 0.4], [-0.5, 0.1, 0.5], [-0.5, 0.5, -0.4], [0.2, -0.3, -0.3], [1.2, 0.2, -0.3], [-0.7, 0.4, -1.0], [1.1, -0.9, 2.0], [-0.5, 1.4, -1.6], [-0.6, -1.8, 0.1], [-1.1, -1.0, -2.4], [-0.6, 2.2, -0.5], [1.1, -0.3, -0.9], [0.4, 1.3, 1.3], [-0.8, -1.4, 0.1], [0.6, -0.1, 0.3], [-0.1, 0.2, 0.0], [-0.2, 0.0, 0.1], [0.3, 0.6, 0.0], [0.1, 0.2, -0.2], [0.6, -0.3, 0.4], [-0.2, -0.1, 0.5], [0.6, 0.1, 1.1], [0.0, -0.5, 0.9], [-0.3, 0.0, 0.0], [0.0, -0.5, 0.2], [0.2, 0.2, 0.1], [0.3, 0.8, 0.0], [-0.1, -0.2, -0.2], [-0.2, -0.6, -0.2], [0.1, 0.0, -0.2], [0.1, -0.1, 0.2], [-0.2, 0.1, 0.0], [0.2, -0.2, 0.1], [-0.2, 0.1, 0.2], [0.0, 0.1, -0.2]]}